1.
Entry from OMol25: a molecular structure, C55H39LiN6O10 (wB97M-V/def2-TZVPD).

Atoms and positions in Å:
Li -18.759 -15.227 11.396
C -27.675 -19.719 10.455
O -27.110 -18.670 11.190
C -25.874 -18.214 10.841
C -24.957 -18.970 10.104
C -23.671 -18.484 9.944
C -23.199 -17.344 10.602
C -24.161 -16.606 11.344
C -25.472 -16.993 11.416
C -21.854 -16.782 10.650
C -20.769 -17.592 11.063
C -20.754 -18.983 11.292
C -19.536 -19.302 11.859
C -18.890 -18.037 12.103
N -19.638 -17.004 11.555
C -17.742 -17.946 12.959
C -17.272 -16.684 13.541
C -16.423 -16.525 14.701
C -16.354 -15.199 15.000
C -17.196 -14.523 14.031
C -17.340 -13.131 13.912
C -17.476 -12.285 15.050
C -17.616 -10.864 14.907
C -17.752 -10.027 15.987
C -17.928 -10.527 17.293
O -17.950 -9.617 18.318
C -18.915 -9.976 19.351
C -17.921 -11.945 17.447
C -17.642 -12.758 16.369
C -17.626 -12.649 12.550
N -18.612 -13.129 11.763
C -18.653 -12.289 10.617
C -19.583 -12.555 9.543
C -19.236 -12.239 8.113
C -18.170 -11.392 7.761
C -17.757 -11.161 6.442
C -18.418 -11.839 5.423
O -18.044 -11.735 4.118
C -16.678 -11.591 3.808
C -19.470 -12.737 5.749
C -19.834 -12.937 7.059
C -20.682 -13.471 9.817
C -22.087 -13.330 9.476
C -22.690 -14.544 9.784
C -21.679 -15.405 10.344
N -20.494 -14.688 10.385
C -17.702 -11.237 10.789
C -17.008 -11.524 11.959
N -17.789 -15.452 13.212
C -16.923 -19.148 13.162
C -16.634 -20.118 12.173
C -15.676 -21.099 12.407
C -15.131 -21.239 13.717
O -14.101 -22.028 13.985
C -13.047 -22.240 13.079
C -15.725 -20.572 14.813
C -16.552 -19.496 14.506
H -28.709 -19.875 10.846
H -27.147 -20.712 10.622
H -27.787 -19.446 9.426
H -25.276 -19.917 9.687
H -22.962 -19.009 9.314
H -23.866 -15.744 11.883
H -26.219 -16.450 11.965
H -21.519 -19.733 11.026
H -19.247 -20.274 12.311
H -15.767 -17.280 15.159
H -15.822 -14.712 15.798
H -17.631 -10.390 13.915
H -17.580 -8.934 16.000
H -19.277 -9.101 19.781
H -18.398 -10.571 20.150
H -19.792 -10.503 19.001
H -18.096 -12.401 18.431
H -17.565 -13.827 16.555
H -17.594 -10.839 8.526
H -16.856 -10.553 6.297
H -16.585 -11.548 2.719
H -16.109 -12.425 4.252
H -16.275 -10.650 4.164
H -19.914 -13.381 4.948
H -20.582 -13.732 7.284
H -22.667 -12.488 9.096
H -23.741 -14.804 9.658
H -17.684 -10.294 10.279
H -16.229 -10.990 12.457
H -17.182 -20.045 11.257
H -15.322 -21.774 11.628
H -12.254 -22.751 13.670
H -12.685 -21.299 12.603
H -13.392 -22.957 12.303
H -15.381 -20.759 15.838
H -17.015 -18.904 15.287
O -16.194 -17.851 10.168
C -16.920 -16.936 9.740
O -17.222 -15.829 10.235
C -17.482 -17.230 8.343
C -18.803 -16.883 8.015
C -19.325 -17.356 6.804
C -18.643 -17.997 5.816
C -17.329 -18.267 6.174
C -16.748 -17.909 7.336
N -16.452 -18.931 5.255
O -16.882 -19.026 4.073
O -15.360 -19.301 5.715
N -20.776 -17.290 6.722
O -21.359 -16.474 7.425
O -21.279 -18.042 5.867
H -19.385 -16.306 8.692
H -19.100 -18.467 4.944
H -15.690 -18.118 7.545

Properties
HOMO energy (spin up / spin down) ... -0.9 / -1.3 eV
Frontier orbital gap (spin up / spin down) ... 4.21 / 4.66 eV
Total charge ... -2

These are the Mulliken partial charges, in e, on atoms 1 to 8: Li 1.55; C -0.82; O -0.44; C 0.95; C -0.64; C -0.54; C 0.48; C -0.57


2.
Entry from OMol25: a molecular structure, C55H42ClMoN5O7 (wB97M-V/def2-TZVPD).

Atoms and positions in Å:
Mo 1.886 1.858 -1.249
C 9.397 -3.646 2.126
O 8.171 -4.065 1.530
C 7.282 -3.137 1.172
C 6.102 -3.617 0.587
C 5.131 -2.740 0.171
C 5.282 -1.356 0.359
C 6.459 -0.891 0.944
C 7.460 -1.762 1.337
C 4.219 -0.440 -0.081
C 3.847 -0.513 -1.450
C 4.518 -1.292 -2.425
C 3.867 -1.097 -3.613
C 2.790 -0.210 -3.355
N 2.823 0.173 -2.039
C 1.836 0.209 -4.311
C 0.768 1.088 -4.044
C -0.289 1.375 -4.956
C -1.156 2.210 -4.319
C -0.648 2.410 -3.003
C -1.236 3.257 -2.029
C -2.535 3.862 -2.349
C -2.730 5.241 -2.281
C -3.953 5.812 -2.588
C -5.025 4.993 -2.944
O -6.249 5.433 -3.244
C -6.503 6.836 -3.201
C -4.847 3.603 -3.001
C -3.621 3.052 -2.722
C -0.660 3.550 -0.785
N 0.573 3.097 -0.313
C 0.661 3.535 1.006
C 1.625 3.165 1.961
C 1.614 3.888 3.238
C 1.702 5.282 3.243
C 1.707 6.002 4.424
C 1.587 5.325 5.639
O 1.567 5.913 6.837
C 1.676 7.334 6.905
C 1.470 3.926 5.647
C 1.497 3.222 4.469
C 2.545 2.105 1.773
C 3.446 1.615 2.762
C 4.103 0.557 2.211
C 3.664 0.437 0.860
N 2.676 1.379 0.628
C -0.485 4.303 1.325
C -1.304 4.295 0.231
N 0.515 1.722 -2.852
C 1.938 -0.351 -5.660
C 2.008 -1.741 -5.856
C 2.070 -2.267 -7.123
C 2.105 -1.419 -8.239
O 2.190 -2.027 -9.423
C 2.231 -1.227 -10.603
C 2.059 -0.034 -8.059
C 1.958 0.482 -6.781
H 9.948 -4.557 2.333
H 9.213 -3.112 3.060
H 9.968 -3.020 1.439
H 5.982 -4.686 0.472
H 4.225 -3.123 -0.285
H 6.617 0.175 1.058
H 8.371 -1.365 1.758
H 5.396 -1.891 -2.254
H 4.130 -1.505 -4.573
H -0.376 0.981 -5.954
H -2.049 2.657 -4.719
H -1.901 5.887 -2.018
H -4.059 6.887 -2.555
H -7.547 6.953 -3.470
H -5.879 7.366 -3.922
H -6.337 7.228 -2.196
H -5.695 2.986 -3.265
H -3.500 1.976 -2.760
H 1.802 5.813 2.304
H 1.808 7.076 4.392
H 1.635 7.580 7.961
H 0.845 7.813 6.385
H 2.628 7.669 6.488
H 1.351 3.427 6.599
H 1.382 2.146 4.492
H 3.574 2.019 3.750
H 4.827 -0.078 2.689
H -0.688 4.741 2.287
H -2.289 4.723 0.155
H 1.969 -2.408 -5.004
H 2.093 -3.336 -7.286
H 2.295 -1.929 -11.428
H 3.110 -0.581 -10.605
H 1.321 -0.632 -10.699
H 2.108 0.640 -8.902
H 1.934 1.557 -6.648
Cl 0.300 -4.865 -3.748
C 0.290 -3.416 -2.805
C -0.579 -2.389 -3.141
C -0.545 -1.211 -2.415
C 0.348 -1.041 -1.354
C 0.424 0.236 -0.622
C 1.163 -2.118 -0.998
C 1.150 -3.297 -1.721
H -1.270 -2.516 -3.964
H -1.234 -0.415 -2.674
H 0.684 0.091 0.423
H -0.513 0.786 -0.690
H 1.812 -2.034 -0.134
H 1.783 -4.129 -1.446
O 4.632 3.874 -2.838
N 3.788 3.230 -2.344
O 3.903 2.575 -1.239
O 2.598 3.073 -2.832

Properties
HOMO energy ... -12.4 eV
Frontier orbital gap ... 4.19 eV
Total charge ... +2

These are the Mulliken partial charges, in e, on atoms 1 to 8: Mo -1.14; C -0.85; O -0.44; C 0.76; C -0.87; C -0.34; C 0.39; C -0.79


3.
Entry from OMol25: a molecular structure, C55H46BCdN6O7P2 (wB97M-V/def2-TZVPD).

Atoms and positions in Å:
Cd 0.434 -1.498 -0.413
C -4.008 -3.967 0.741
C -3.074 -3.620 -0.256
N -1.994 -3.061 0.265
N -2.202 -3.033 1.599
C -3.401 -3.569 1.914
B -1.062 -2.655 2.572
N -0.839 -1.116 2.511
C -0.937 -0.246 3.527
C -0.646 1.022 3.055
C -0.377 0.826 1.697
N -0.496 -0.460 1.382
N 0.224 -3.433 2.180
C 0.768 -4.490 2.809
C 1.833 -4.945 2.058
C 1.863 -4.090 0.948
N 0.891 -3.195 1.036
H -4.971 -4.436 0.619
H -3.146 -3.769 -1.325
H -3.731 -3.619 2.940
H -1.357 -2.952 3.704
H -1.189 -0.590 4.518
H -0.644 1.945 3.612
H -0.104 1.541 0.931
H 0.360 -4.843 3.743
H 2.496 -5.763 2.283
H 2.533 -4.076 0.100
O -0.391 2.669 -1.078
C 0.116 3.157 -2.270
C -0.486 4.158 -3.019
C 0.131 4.599 -4.185
C 1.341 4.034 -4.583
C 1.903 3.024 -3.808
C 1.299 2.562 -2.643
P 1.892 1.152 -1.552
C 3.101 2.142 -0.556
C 2.972 2.118 0.831
C 3.800 2.883 1.643
C 4.774 3.692 1.077
C 4.926 3.714 -0.305
C 4.097 2.946 -1.110
C 2.937 0.300 -2.808
C 4.295 0.056 -2.644
C 5.020 -0.594 -3.638
C 4.399 -1.005 -4.806
C 3.037 -0.779 -4.973
C 2.313 -0.134 -3.982
C -1.420 3.269 -0.420
C -1.281 4.583 0.014
C -2.330 5.202 0.666
C -3.514 4.497 0.898
C -3.602 3.169 0.513
C -2.551 2.529 -0.151
P -2.571 0.729 -0.613
C -3.533 0.116 0.850
C -2.895 0.258 2.088
C -3.493 -0.182 3.256
C -4.750 -0.779 3.214
C -5.383 -0.943 1.993
C -4.780 -0.498 0.818
C -3.844 0.743 -1.942
C -4.414 1.889 -2.491
C -5.384 1.791 -3.482
C -5.796 0.549 -3.941
C -5.194 -0.600 -3.443
C -4.216 -0.502 -2.465
H -1.429 4.594 -2.714
H -0.339 5.378 -4.773
H 1.837 4.364 -5.488
H 2.830 2.575 -4.140
H 2.229 1.474 1.283
H 3.684 2.840 2.720
H 5.413 4.300 1.706
H 5.691 4.334 -0.759
H 4.236 2.975 -2.183
H 4.787 0.333 -1.720
H 6.076 -0.784 -3.486
H 4.968 -1.514 -5.578
H 2.537 -1.102 -5.879
H 1.254 0.051 -4.120
H -0.348 5.104 -0.169
H -2.230 6.233 0.986
H -4.352 4.978 1.387
H -4.506 2.609 0.723
H -1.913 0.722 2.136
H -2.981 -0.054 4.202
H -5.226 -1.116 4.127
H -6.356 -1.421 1.944
H -5.301 -0.630 -0.122
H -4.099 2.866 -2.147
H -5.825 2.692 -3.892
H -6.570 0.475 -4.694
H -5.477 -1.573 -3.828
H -3.712 -1.395 -2.105
C -0.083 -2.696 -4.332
C 0.149 -2.272 -2.906
O 0.783 -3.040 -2.138
O -0.309 -1.145 -2.518
H 0.884 -2.869 -4.806
H -0.640 -1.938 -4.879
H -0.633 -3.638 -4.338
O 4.763 -1.522 0.043
C 3.718 -1.303 0.656
O 2.629 -0.840 0.159
C 3.699 -1.574 2.155
C 4.816 -2.130 2.765
C 4.836 -2.424 4.133
C 3.701 -2.124 4.843
O 3.462 -2.320 6.184
C 2.122 -1.877 6.412
O 1.614 -1.348 5.193
C 2.601 -1.552 4.248
C 2.565 -1.257 2.912
H 5.673 -2.338 2.139
H 5.695 -2.881 4.611
H 2.121 -1.101 7.177
H 1.508 -2.722 6.733
H 1.700 -0.819 2.439

Properties
Energy above the lowest of the compared OMol25 structures with the same formula, charge and spin ... 53.04 kcal per mole
HOMO energy ... -5.6 eV
Frontier orbital gap ... 7.91 eV
Total charge ... -1

These are the Mulliken partial charges, in e, on atoms 1 to 8: Cd 5.14; C -1.53; C -0.26; N -0.27; N 0.14; C -0.39; B -0.14; N 0.63


4.
Entry from OMol25: a molecular structure, C55H46BrN6O5STi (wB97M-V/def2-TZVPD).

Atoms and positions in Å:
Ti -0.130 1.675 0.837
C 2.342 4.127 0.482
C 1.959 4.190 1.941
C 2.922 4.406 2.914
C 2.559 4.585 4.239
C 1.220 4.651 4.573
C 0.225 4.470 3.618
C -1.207 4.722 3.996
C 0.599 4.132 2.308
N -0.296 3.635 1.339
C -1.324 4.314 0.817
O -1.717 5.447 1.071
C -1.925 3.499 -0.304
C -3.036 3.881 -1.033
C -3.445 3.085 -2.093
C -2.670 1.991 -2.450
C -1.528 1.701 -1.720
N -1.200 2.414 -0.635
C -0.466 0.815 -2.340
O -0.812 -0.080 -3.142
N 0.738 1.318 -2.085
C 1.678 1.191 -3.135
C 2.745 0.286 -3.168
C 2.947 -0.755 -2.107
C 3.615 0.281 -4.257
C 3.431 1.126 -5.333
C 2.364 2.010 -5.313
C 1.506 2.070 -4.227
C 0.363 3.047 -4.241
H 3.386 3.839 0.362
H 1.707 3.444 -0.083
H 2.212 5.120 0.044
H 3.968 4.447 2.633
H 3.318 4.713 5.000
H 0.929 4.853 5.597
H -1.378 4.494 5.048
H -1.426 5.777 3.822
H -1.899 4.154 3.384
H -3.563 4.781 -0.751
H -4.330 3.342 -2.660
H -2.913 1.360 -3.293
H 3.146 -1.706 -2.589
H 3.813 -0.524 -1.487
H 2.067 -0.861 -1.479
H 4.429 -0.437 -4.265
H 4.099 1.094 -6.185
H 2.188 2.666 -6.158
H 0.523 3.819 -4.994
H -0.577 2.537 -4.470
H 0.248 3.517 -3.263
O 0.957 -0.634 7.418
N 1.931 -0.697 6.641
O 3.005 -1.227 6.985
C 1.840 -0.172 5.347
C 2.980 -0.272 4.535
C 2.993 0.163 3.213
C 4.141 0.173 2.377
C 4.023 0.626 1.087
C 2.787 1.030 0.588
N 1.679 1.032 1.342
C 1.792 0.662 2.643
C 0.655 0.867 3.477
N -0.394 1.475 2.877
C -1.513 1.645 3.582
C -1.615 1.280 4.906
C -0.535 0.700 5.553
C 0.647 0.457 4.839
H 3.863 -0.712 4.972
H 5.095 -0.147 2.772
H 4.888 0.659 0.440
H 2.670 1.363 -0.432
H -2.355 2.067 3.050
H -2.547 1.433 5.432
H -0.604 0.413 6.586
O 0.000 -1.923 -0.796
S -0.938 -2.316 -1.871
C -0.063 -3.444 -3.099
C 0.690 -4.635 -2.607
C 0.037 -5.800 -2.197
C 0.741 -6.867 -1.663
C 2.123 -6.820 -1.563
C 2.793 -5.713 -2.057
C 2.083 -4.644 -2.579
C -2.013 -3.629 -1.106
C -3.023 -4.131 -2.097
C -3.453 -5.456 -2.070
C -4.340 -5.939 -3.020
C -4.817 -5.104 -4.018
C -4.412 -3.778 -4.043
C -3.532 -3.290 -3.090
H 0.582 -2.743 -3.629
H -0.899 -3.723 -3.741
H -1.031 -5.884 -2.332
H 0.207 -7.747 -1.327
H 2.675 -7.648 -1.138
H 3.875 -5.677 -2.043
H 2.630 -3.816 -2.999
H -2.504 -3.102 -0.291
H -1.387 -4.418 -0.692
H -3.091 -6.114 -1.288
H -4.657 -6.973 -2.978
H -5.503 -5.478 -4.766
H -4.781 -3.113 -4.814
H -3.220 -2.255 -3.129
Br -5.136 -2.619 2.557
C -3.745 -1.450 1.968
C -2.421 -1.789 2.192
C -1.422 -0.935 1.752
C -1.689 0.272 1.085
C -3.046 0.570 0.907
C -4.072 -0.275 1.324
H -2.173 -2.708 2.708
H -0.395 -1.227 1.949
H -3.354 1.504 0.447
H -5.107 -0.007 1.159

Properties
Spin multiplicity ... 3
Energy above the lowest of the compared OMol25 structures with the same formula, charge and spin ... 57.58 kcal per mole
HOMO energy (spin up / spin down) ... -3.4 / -5.7 eV
Frontier orbital gap (spin up / spin down) ... 4.85 / 7.23 eV
Total charge ... -1
<S²> ... 2.05

These are the Mulliken partial charges, in e, on atoms 1 to 8: Ti -1.86; C -0.89; C 0.64; C -0.72; C -1.10; C -0.69; C 1.70; C -1.78


How do the records compare in E_tot? In the order shown, they have -87281.5814 -93860.0703 -104877.2684 -180954.1478 eV.
How do the records compare in max |F|? In the order shown, they have 3.34 1.70 3.53 2.86 eV Å⁻¹.